{
  "formula": "C3H2N2",
  "method": "wB97M-V/def2-TZVPD",
  "de_lowest_kcal_mol": 132.7,
  "elements": ["C", "C", "C", "N", "N", "H", "H"],
  "positions_angstrom": [[0.949, 1.770, 0.024], [0.792, 0.498, -0.030], [-0.631, -0.142, 0.005], [1.217, -0.838, -0.021], [0.084, -1.394, 0.030], [-1.209, 0.082, 0.897], [-1.202, 0.024, -0.904]]
}

---

{
  "formula": "C6H8S",
  "method": "wB97M-V/def2-TZVPD",
  "de_lowest_kcal_mol": 118.1,
  "elements": ["C", "C", "C", "C", "C", "C", "S", "H", "H", "H", "H", "H", "H", "H", "H"],
  "positions_angstrom": [[0.633, -1.321, -0.582], [-0.508, -1.575, 0.018], [0.797, 1.356, -0.511], [1.413, -0.011, -0.227], [-1.330, -0.483, 0.743], [0.848, 0.890, 0.844], [-2.448, 0.298, -0.275], [1.007, -2.176, -1.249], [-1.085, -2.450, -0.376], [1.389, 2.231, -0.812], [-0.080, 1.300, -0.986], [2.482, -0.118, -0.478], [-1.603, -0.642, 1.717], [1.137, 1.282, 1.827], [-2.653, 1.419, 0.347]]
}

---

{
  "formula": "C39H101CuN7O13",
  "method": "wB97M-V/def2-TZVPD",
  "de_lowest_kcal_mol": 244.7,
  "total_charge": 1,
  "elements": ["N", "H", "H", "H", "H", "Cu", "C", "C", "C", "O", "H", "H", "H", "H", "H", "H", "H", "C", "O", "C", "C", "N", "C", "C", "O", "C", "H", "H", "H", "H", "H", "H", "H", "H", "H", "H", "H", "H", "H", "H", "H", "C", "O", "C", "C", "N", "C", "C", "O", "C", "H", "H", "H", "H", "H", "H", "H", "H", "H", "H", "H", "H", "H", "H", "H", "C", "O", "C", "C", "N", "C", "C", "O", "C", "H", "H", "H", "H", "H", "H", "H", "H", "H", "H", "H", "H", "H", "H", "H", "C", "O", "C", "C", "N", "C", "C", "O", "C", "H", "H", "H", "H", "H", "H", "H", "H", "H", "H", "H", "H", "H", "H", "H", "C", "O", "C", "C", "N", "C", "C", "O", "C", "H", "H", "H", "H", "H", "H", "H", "H", "H", "H", "H", "H", "H", "H", "H", "C", "O", "C", "C", "N", "C", "C", "O", "C", "H", "H", "H", "H", "H", "H", "H", "H", "H", "H", "H", "H", "H", "H", "H"],
  "positions_angstrom": [[7.510, 1.575, 1.416], [6.518, 1.383, 1.396], [7.920, 1.083, 2.196], [7.507, 2.583, 1.492], [7.772, 1.319, 0.475], [4.443, -0.836, -3.817], [1.672, -2.623, 1.395], [1.462, -1.372, 0.564], [0.160, -0.666, 1.084], [2.559, -0.543, 0.484], [1.804, -2.494, 2.469], [2.497, -3.213, 0.995], [0.807, -3.287, 1.371], [1.247, -1.830, -0.401], [-0.778, -1.183, 0.883], [-0.100, 0.187, 0.458], [0.193, -0.228, 2.082], [10.994, 2.593, 5.331], [9.816, 1.931, 5.546], [9.919, 0.745, 6.417], [10.567, -0.467, 5.722], [9.394, -1.269, 5.178], [9.989, -2.328, 4.332], [8.956, -3.372, 4.068], [8.149, -3.649, 5.154], [7.698, -4.970, 5.244], [11.657, 2.371, 6.167], [10.776, 3.620, 5.036], [11.404, 2.059, 4.474], [8.935, 0.601, 6.863], [10.427, 1.051, 7.332], [11.242, -0.999, 6.393], [11.163, -0.010, 4.933], [8.803, -1.785, 5.815], [10.808, -2.830, 4.848], [10.256, -1.909, 3.362], [9.503, -4.280, 3.815], [8.289, -3.178, 3.227], [7.469, -5.277, 4.223], [6.792, -4.991, 5.850], [8.350, -5.743, 5.650], [-4.757, -0.562, -12.883], [-4.829, 0.443, -11.877], [-3.846, 0.200, -10.871], [-4.200, 1.100, -9.703], [-4.020, 0.529, -8.362], [-2.667, 0.153, -7.964], [-2.920, -0.775, -6.761], [-3.832, -1.755, -6.925], [-3.850, -2.766, -5.838], [-3.825, -0.792, -13.398], [-5.387, -0.321, -13.739], [-5.060, -1.485, -12.388], [-2.956, 0.665, -11.295], [-3.799, -0.845, -10.564], [-5.207, 1.514, -9.770], [-3.586, 1.990, -9.841], [-4.441, -0.385, -8.448], [-2.003, 0.980, -7.712], [-2.090, -0.453, -8.663], [-3.196, -0.077, -5.971], [-1.942, -1.165, -6.478], [-4.676, -2.324, -5.280], [-2.915, -2.766, -5.278], [-3.975, -3.763, -6.260], [1.001, -8.390, -3.691], [0.964, -9.256, -2.487], [0.358, -8.768, -1.335], [0.759, -9.629, -0.131], [0.224, -9.026, 1.076], [-0.169, -9.895, 2.152], [-0.465, -9.115, 3.425], [-1.803, -8.547, 3.379], [-2.046, -7.170, 3.026], [0.435, -8.890, -4.477], [2.021, -8.531, -4.049], [0.906, -7.314, -3.550], [-0.709, -8.681, -1.545], [0.772, -7.777, -1.151], [1.839, -9.613, 0.010], [0.537, -10.696, -0.169], [-0.023, -8.047, 1.044], [0.771, -10.388, 2.399], [-0.835, -10.739, 1.976], [0.336, -8.379, 3.488], [-0.260, -9.713, 4.313], [-1.858, -6.593, 3.932], [-3.087, -7.112, 2.710], [-1.517, -6.783, 2.155], [-11.816, -6.001, 1.287], [-10.837, -5.212, 1.872], [-11.035, -3.843, 1.982], [-9.685, -3.262, 2.315], [-9.634, -1.801, 2.473], [-8.344, -1.220, 2.860], [-8.174, 0.308, 2.590], [-7.954, 0.414, 1.171], [-8.068, 1.790, 0.737], [-12.601, -6.411, 1.923], [-11.306, -6.806, 0.758], [-12.257, -5.434, 0.468], [-11.818, -3.676, 2.722], [-11.472, -3.471, 1.056], [-8.947, -3.476, 1.542], [-9.475, -3.745, 3.269], [-10.041, -1.303, 1.695], [-7.555, -1.597, 2.209], [-7.987, -1.342, 3.883], [-7.303, 0.811, 3.011], [-9.083, 0.795, 2.941], [-8.761, 2.494, 1.198], [-8.436, 1.968, -0.273], [-7.041, 2.150, 0.801], [-2.990, 7.683, -4.723], [-2.932, 8.779, -3.740], [-1.663, 9.282, -3.400], [-0.771, 10.043, -4.527], [-1.489, 11.265, -4.910], [-2.703, 11.003, -5.649], [-3.144, 12.306, -6.377], [-4.325, 12.118, -7.138], [-4.566, 13.295, -7.943], [-4.025, 7.512, -5.017], [-2.500, 6.748, -4.450], [-2.574, 7.791, -5.725], [-1.225, 8.419, -2.899], [-1.920, 9.978, -2.601], [-0.515, 9.593, -5.486], [0.236, 10.157, -4.125], [-1.828, 11.720, -4.075], [-3.534, 10.815, -4.969], [-2.565, 10.121, -6.273], [-2.343, 12.556, -7.073], [-3.290, 13.208, -5.782], [-3.809, 13.466, -8.708], [-4.587, 14.184, -7.313], [-5.445, 13.395, -8.581], [5.123, 5.409, 3.606], [5.282, 4.313, 4.465], [4.395, 4.529, 5.536], [4.182, 3.210, 6.344], [2.900, 2.492, 5.934], [2.678, 1.316, 6.760], [3.734, 0.304, 7.004], [4.607, 0.576, 8.145], [5.073, -0.440, 8.968], [5.841, 5.141, 2.831], [5.433, 6.345, 4.072], [4.173, 5.523, 3.084], [3.379, 4.803, 5.252], [4.939, 5.139, 6.256], [4.087, 3.319, 7.424], [5.074, 2.591, 6.248], [2.948, 2.083, 5.012], [1.781, 0.856, 6.346], [2.555, 1.738, 7.758], [4.287, 0.160, 6.076], [3.163, -0.621, 7.082], [6.045, -0.159, 9.373], [5.426, -1.168, 8.238], [4.315, -1.079, 9.421]]
}

---

{
  "formula": "C4H8O2",
  "method": "wB97M-V/def2-TZVPD",
  "de_lowest_kcal_mol": 27.9,
  "smiles": "C[C@H](C=O)CO",
  "elements": ["C", "C", "C", "O", "C", "O", "H", "H", "H", "H", "H", "H", "H", "H"],
  "positions_angstrom": [[-1.217, -1.040, 0.246], [-0.223, 0.102, 0.462], [1.185, -0.317, 0.019], [2.087, 0.777, 0.014], [-0.627, 1.325, -0.343], [-0.879, 1.276, -1.525], [-2.200, -0.801, 0.664], [-0.862, -1.961, 0.721], [-1.343, -1.223, -0.826], [-0.186, 0.384, 1.521], [1.571, -1.069, 0.720], [1.120, -0.784, -0.973], [2.242, 1.039, -0.900], [-0.668, 2.291, 0.200]]
}

---

{
  "formula": "C6H10",
  "method": "wB97M-V/def2-TZVPD",
  "de_lowest_kcal_mol": 95.5,
  "elements": ["C", "C", "C", "C", "C", "C", "H", "H", "H", "H", "H", "H", "H", "H", "H", "H"],
  "positions_angstrom": [[-1.774, 0.368, 0.579], [-1.465, 0.662, -0.866], [1.356, 1.065, -0.450], [1.224, -0.161, 0.448], [0.254, -1.203, -0.111], [-1.172, -0.683, -0.278], [-1.164, 0.889, 1.316], [-2.830, 0.342, 0.841], [0.373, 1.481, -0.732], [1.850, 0.811, -1.393], [1.918, 1.869, 0.035], [0.900, 0.136, 1.455], [2.207, -0.629, 0.579], [0.231, -2.079, 0.550], [0.614, -1.549, -1.089], [-1.859, -1.433, -0.675]]
}

---

{
  "formula": "C18H19AsAuBF4NS",
  "method": "wB97M-V/def2-TZVPD",
  "de_lowest_kcal_mol": 3.0,
  "total_charge": 1,
  "elements": ["Au", "S", "C", "C", "C", "C", "C", "C", "C", "C", "C", "N", "H", "H", "H", "H", "H", "H", "F", "B", "F", "F", "F", "C", "As", "C", "C", "C", "C", "C", "C", "C", "C", "H", "H", "H", "H", "H", "H", "H", "H", "H", "H", "H", "H", "H"],
  "positions_angstrom": [[0.455, 0.248, -0.135], [0.186, -1.002, -4.333], [-1.265, -0.181, -4.005], [-1.323, 0.327, -2.735], [-0.138, 0.065, -2.021], [0.769, -0.687, -2.749], [1.960, -1.243, -2.112], [2.924, -2.032, -2.712], [3.977, -2.504, -1.939], [4.049, -2.183, -0.593], [3.048, -1.401, -0.044], [2.042, -0.953, -0.787], [-2.023, -0.128, -4.769], [-2.197, 0.817, -2.340], [2.856, -2.274, -3.763], [4.739, -3.126, -2.390], [4.854, -2.539, 0.032], [3.029, -1.134, 1.004], [-0.366, 1.046, 3.248], [-0.134, -0.291, 2.972], [0.983, -0.272, 1.892], [-1.202, -0.850, 2.295], [0.377, -0.988, 4.000], [0.042, 3.314, 1.568], [-0.947, 2.160, 0.373], [-1.120, 3.343, -1.149], [-2.736, 1.799, 1.052], [-3.550, 3.053, 1.013], [-3.496, 3.952, 2.077], [-4.225, 5.130, 2.034], [-5.016, 5.420, 0.931], [-5.081, 4.525, -0.129], [-4.351, 3.349, -0.089], [-0.511, 4.255, 1.576], [1.037, 3.483, 1.159], [0.102, 2.887, 2.560], [-1.611, 4.251, -0.800], [-1.702, 2.909, -1.953], [-0.120, 3.577, -1.512], [-2.594, 1.412, 2.059], [-3.151, 0.995, 0.442], [-2.896, 3.721, 2.950], [-4.185, 5.817, 2.869], [-5.591, 6.335, 0.902], [-5.710, 4.740, -0.983], [-4.418, 2.647, -0.913]]
}

---

{
  "formula": "C27H35N2O3",
  "method": "wB97M-V/def2-TZVPD",
  "de_lowest_kcal_mol": 144.6,
  "total_charge": 1,
  "elements": ["C", "N", "C", "C", "C", "N", "C", "C", "O", "C", "C", "C", "C", "H", "H", "H", "H", "H", "H", "H", "H", "H", "H", "H", "H", "H", "H", "H", "H", "H", "H", "C", "O", "C", "C", "C", "C", "C", "C", "C", "C", "C", "C", "C", "O", "C", "C", "C", "C", "C", "H", "H", "H", "H", "H", "H", "H", "H", "H", "H", "H", "H", "H", "H", "H", "H", "H"],
  "positions_angstrom": [[2.776, 1.315, 2.755], [2.272, 2.600, 2.411], [2.754, 3.323, 1.279], [1.686, 3.719, 0.235], [0.281, 3.292, 0.594], [-0.676, 3.217, -0.395], [-0.326, 3.560, -1.767], [-1.569, 3.843, -2.609], [-2.582, 2.846, -2.453], [-2.979, 2.672, -1.093], [-1.803, 2.305, -0.193], [-0.053, 3.049, 1.897], [0.995, 3.013, 2.947], [2.671, 1.168, 3.842], [2.218, 0.495, 2.259], [3.836, 1.230, 2.475], [3.209, 4.251, 1.676], [3.570, 2.748, 0.814], [1.721, 4.820, 0.140], [2.013, 3.305, -0.737], [0.297, 4.463, -1.777], [0.238, 2.738, -2.249], [-1.960, 4.846, -2.341], [-1.319, 3.797, -3.677], [-3.461, 3.592, -0.699], [-3.709, 1.847, -1.120], [-1.510, 1.256, -0.410], [-2.157, 2.337, 0.841], [-1.077, 2.917, 2.211], [0.732, 2.341, 3.777], [1.097, 4.033, 3.371], [-8.216, -2.896, 5.832], [-8.041, -2.579, 4.432], [-7.152, -1.607, 4.097], [-7.090, -1.245, 2.724], [-6.201, -0.285, 2.310], [-5.298, 0.326, 3.229], [-4.326, 1.262, 2.778], [-3.283, 1.740, 3.567], [-2.751, 3.021, 3.394], [-1.974, 3.702, 4.385], [-1.641, 5.064, 4.154], [-1.048, 5.818, 5.131], [-0.637, 5.191, 6.336], [0.035, 5.968, 7.228], [0.565, 5.318, 8.400], [-0.925, 3.822, 6.570], [-1.520, 3.074, 5.571], [-5.412, -0.005, 4.608], [-6.319, -0.953, 5.044], [-8.994, -3.658, 5.826], [-7.291, -3.297, 6.268], [-8.544, -2.015, 6.400], [-7.766, -1.749, 2.038], [-6.167, 0.010, 1.260], [-4.449, 1.670, 1.770], [-2.880, 1.096, 4.357], [-3.123, 3.627, 2.559], [-1.899, 5.515, 3.192], [-0.879, 6.887, 5.019], [1.136, 6.101, 8.896], [-0.244, 4.962, 9.052], [1.215, 4.478, 8.120], [-0.676, 3.353, 7.527], [-1.670, 2.001, 5.719], [-4.779, 0.514, 5.327], [-6.399, -1.185, 6.107]]
}

---

{
  "formula": "C2H11NO4",
  "method": "wB97M-V/def2-TZVPD",
  "de_lowest_kcal_mol": 61.7,
  "smiles": "NCC=O.O.O.O",
  "elements": ["O", "C", "C", "N", "H", "H", "H", "H", "H", "H", "H", "O", "H", "H", "O", "H", "H", "O"],
  "positions_angstrom": [[1.654, 2.901, 0.672], [1.331, 2.003, 1.444], [1.863, 0.552, 1.412], [0.757, -0.401, 1.607], [0.783, 2.229, 2.447], [2.812, 0.465, 1.983], [2.069, 0.380, 0.404], [0.307, -0.236, 2.458], [0.075, -0.162, 0.959], [-2.486, -0.566, -0.232], [-1.984, -1.754, -0.997], [-1.699, -1.105, -0.340], [-4.781, 0.536, -1.825], [-4.769, -1.003, -2.326], [-4.209, -0.166, -2.282], [3.099, -1.786, -1.399], [2.789, -0.597, -2.245], [2.388, -1.291, -1.737]]
}

---

{
  "formula": "C24H41F3P2Tc",
  "method": "wB97M-V/def2-TZVPD",
  "s_squared": 3.7867,
  "e_tot_ev": -54459.0475,
  "spin_multiplicity": 4,
  "total_charge": 2,
  "elements": ["Tc", "C", "C", "C", "C", "C", "C", "H", "H", "H", "C", "H", "H", "H", "C", "H", "H", "H", "C", "H", "H", "H", "C", "H", "H", "H", "C", "C", "C", "C", "C", "C", "C", "C", "H", "H", "H", "H", "H", "H", "H", "H", "H", "H", "H", "H", "P", "C", "C", "P", "C", "C", "C", "H", "H", "H", "H", "H", "H", "H", "H", "H", "H", "H", "H", "H", "H", "F", "C", "F", "F"],
  "positions_angstrom": [[0.597, -0.528, -0.120], [2.660, -1.233, 1.445], [1.226, -1.607, 1.748], [2.373, -3.416, 0.739], [3.287, -2.330, 0.815], [1.155, -3.042, 1.321], [3.423, -0.134, 2.073], [2.763, 0.625, 2.514], [4.069, 0.357, 1.330], [4.083, -0.520, 2.873], [4.699, -2.410, 0.405], [5.144, -1.413, 0.352], [4.772, -2.885, -0.586], [5.307, -3.013, 1.092], [2.690, -4.757, 0.178], [3.152, -5.422, 0.917], [3.397, -4.653, -0.655], [1.777, -5.245, -0.187], [0.067, -3.982, 1.632], [0.349, -4.735, 2.397], [-0.219, -4.545, 0.728], [-0.812, -3.440, 1.996], [0.642, -1.250, 3.112], [1.166, -1.889, 3.855], [-0.432, -1.475, 3.158], [0.797, -0.201, 3.391], [-1.259, 3.302, -1.573], [-1.109, 3.637, -0.280], [-2.265, 4.115, 0.595], [-3.565, 3.298, 0.374], [-3.333, 1.848, 0.049], [-3.347, 1.320, -1.178], [-3.384, 2.162, -2.440], [-2.535, 3.459, -2.354], [-2.427, 5.153, 0.332], [-4.173, 3.751, -0.405], [-2.041, 4.099, 1.668], [-3.106, 4.286, -1.926], [-0.381, 3.080, -2.189], [-0.124, 4.022, 0.021], [-2.232, 3.770, -3.350], [-3.043, 1.613, -3.325], [-3.557, 0.251, -1.360], [-4.429, 2.424, -2.603], [-4.154, 3.317, 1.283], [-3.314, 1.228, 0.967], [0.922, 1.638, -0.357], [2.014, 2.403, -1.518], [0.532, 2.105, 1.378], [-1.425, -1.148, -0.646], [-0.680, 0.736, -1.113], [-2.600, -1.098, 0.733], [-1.934, -2.103, -2.043], [2.492, 1.610, -2.122], [2.815, 2.908, -0.962], [1.520, 3.116, -2.175], [-0.355, 2.747, 1.467], [1.425, 2.624, 1.750], [0.350, 1.211, 2.014], [-2.666, -1.606, -2.689], [-2.349, -3.050, -1.666], [-1.035, -2.353, -2.630], [-0.801, 0.887, -2.191], [-1.328, 1.400, -0.555], [-2.841, -2.145, 0.983], [-3.533, -0.561, 0.523], [-2.108, -0.657, 1.621], [2.972, -0.957, -1.856], [1.613, -1.255, -1.830], [1.111, -0.799, -3.041], [1.536, -2.645, -1.905]]
}

---

> Number 7 is which compound?

C27H35N2O3